This record from the Open Molecules 2025 dataset describes a 15-piece molecular cluster, C47H126Cl2F18N9O15P2S2 overall in a non-equilibrium geometry. The level of theory is ωB97M-V with the def2-TZVPD basis set.

ΔE to the lowest compared entry with this formula, charge and spin: 0.00 kcal per mole
total charge: +3
molar mass: 1596.53 g/mol
electronic energy: -7684.33221 Ha
HOMO energy: -13.91 eV
frontier orbital gap: 9.380 eV
E_LUMO: -4.530 eV

The geometry in XYZ format:
```
221
C47H126Cl2F18N9O15P2S2 | the Open Molecules 2025 dataset | ωB97M-V with the def2-TZVPD basis set
C -5.532 2.976 -2.446
H -5.084 -4.490 -0.182
H -2.921 -0.759 5.533
H 0.616 1.290 1.470
C 3.437 -2.830 -5.263
C 3.698 -3.068 0.733
P -2.203 4.596 0.868
F 0.364 -4.383 1.217
H -2.144 0.863 -6.952
H 5.400 -2.371 -3.582
C -7.895 3.066 -2.120
H 1.762 -1.041 0.829
F -1.303 5.406 1.994
H 2.568 -3.042 -5.887
H -3.477 -3.259 5.450
H 0.218 7.691 0.165
H 0.686 5.141 -0.205
O 1.908 -0.067 3.170
H -0.279 -1.500 6.098
H -4.422 -4.768 -2.936
H -8.052 2.034 -2.377
H -3.066 -0.522 -0.208
H 6.133 -7.203 3.159
C 1.267 7.794 0.418
N -3.233 -4.398 -1.245
H 6.750 -0.977 -7.314
H -5.409 3.169 1.130
F 4.184 2.152 -3.745
C 4.209 -5.418 1.294
C -0.486 -2.580 -4.302
H 4.144 -7.404 1.911
H -3.700 -5.603 0.423
H 1.696 3.423 8.027
C -0.742 -2.446 5.926
H 1.573 5.342 8.998
N 5.818 -1.829 -5.591
H -0.163 -1.111 0.894
C -1.332 0.195 -6.785
H 0.945 -1.679 -0.526
H -0.029 -3.217 5.696
C 1.805 0.252 -1.444
H -2.715 0.930 -4.825
C 3.223 2.608 -4.602
H -1.122 1.006 1.026
H -1.308 -2.539 2.604
F 1.369 -6.371 1.656
H 0.732 6.920 -2.013
H 2.316 1.221 0.978
C 2.061 4.932 1.487
H -0.411 -2.131 -6.490
O 2.517 0.062 -4.357
H -2.039 -4.261 4.986
C 6.931 -2.842 -5.761
H -5.770 3.701 -3.233
C 0.031 3.617 6.754
H -0.683 3.354 7.560
F 2.867 1.593 6.329
N 2.064 6.778 -0.353
C -2.858 -1.470 -6.015
H -5.723 0.396 1.281
C 2.894 0.630 5.420
H -1.534 -7.265 -2.429
H -2.678 -7.127 -1.047
O 1.916 2.351 3.714
H 6.786 -3.554 -4.979
H -4.551 3.102 -1.980
H 2.227 6.061 -2.420
H 1.695 1.152 -2.016
N 0.791 0.348 -0.363
C 4.465 -6.465 2.315
O -2.138 -0.503 0.202
H -1.123 2.736 4.694
H 3.768 -6.371 3.197
H -0.324 1.742 -1.265
C 1.307 1.349 0.638
C -3.166 -0.629 3.475
O 0.910 5.272 8.298
P -0.119 -5.924 1.871
H 2.454 -4.039 2.925
H -1.073 0.881 -4.189
H 0.403 -3.175 -4.398
H 3.181 -2.169 -4.433
H -1.412 -2.657 6.802
O -3.688 0.630 3.842
H -8.662 3.284 -1.450
H -3.535 -3.216 -3.060
H -5.572 1.975 -2.788
H 3.895 8.006 -0.437
O 0.745 1.653 -4.246
C 3.570 7.021 -0.056
F 3.912 2.984 -5.666
H 6.141 -3.663 1.108
H 1.359 2.365 0.207
C -1.976 0.278 -4.388
H -3.632 -7.882 -3.115
H 0.345 2.654 6.290
H -2.094 4.190 4.142
C -2.134 -5.233 -1.913
H 5.703 -2.428 2.286
C -6.645 2.147 -0.295
F -1.584 5.501 -0.257
F 0.392 -5.455 3.431
F 2.640 -0.484 6.074
C 0.310 4.960 4.648
C 5.685 -3.470 2.023
H 5.577 0.071 -6.386
S 1.913 1.235 -4.983
F -2.717 3.600 2.052
H 3.750 6.956 1.024
H -0.224 5.650 3.996
H -3.068 -3.483 3.738
H -4.471 2.045 0.063
H -7.923 3.697 -2.996
N 4.254 -3.972 1.832
H 3.190 -5.701 0.916
H 1.198 4.289 1.743
H 7.298 -0.379 -5.812
H 0.708 4.051 4.131
H 0.479 -0.968 -5.382
H 4.861 -0.743 -3.938
O -5.492 1.254 1.630
H 4.766 -2.962 -6.941
H 2.605 -2.919 0.851
O 3.294 4.262 1.512
C 1.252 4.244 7.458
Cl 1.855 -3.394 -2.191
H 4.834 -5.364 0.454
H -1.317 -3.258 -4.337
H 4.126 6.229 -0.528
F -0.412 -6.328 0.345
H 1.929 4.546 6.704
F -0.915 3.675 0.700
C -4.229 -5.130 -0.397
H 2.829 0.243 -0.903
F 4.113 0.563 4.933
H 3.450 -4.334 -3.944
H -2.253 5.250 7.019
H -0.756 -0.029 -1.689
H -2.019 -3.806 0.360
F -3.440 5.648 1.134
H -4.644 -5.944 -1.035
H -2.630 -0.619 2.511
N -6.611 3.221 -1.442
C 1.741 5.334 0.035
H -4.872 -3.198 -2.014
H -2.423 -0.262 -3.509
C -1.607 0.769 0.108
H -3.889 -1.404 3.469
O -0.592 -1.902 -3.085
H -1.931 6.257 5.536
H -5.432 4.706 -0.538
H 6.050 -4.093 2.813
C -1.678 3.646 4.985
C 3.478 -3.761 3.068
C -2.609 -3.334 -0.387
H -6.586 5.248 -1.770
H 1.568 8.794 0.140
C 4.469 -2.268 -6.194
H 1.779 -0.629 -2.069
C -2.616 -3.387 4.743
H -2.983 -2.228 -5.255
C 5.703 -1.504 -4.158
H 3.979 -1.387 -6.647
H 1.970 5.805 2.168
H -1.471 -0.156 4.697
F -0.391 -7.416 2.382
O 5.857 -6.403 2.692
H 7.877 -2.349 -5.681
H -1.879 -4.757 -2.895
H -1.320 -0.538 -7.587
O 0.403 0.802 4.920
H -7.159 4.741 -0.166
C -0.524 0.720 -0.887
C -2.421 -6.750 -2.050
H -4.275 1.015 3.148
H -1.861 -2.826 -1.034
H -3.404 -2.687 0.073
C -0.746 -2.442 3.528
N -1.634 -2.255 4.702
O 1.813 1.308 -6.395
C 6.394 -0.693 -6.349
O -3.531 -6.922 -2.953
H -6.714 1.220 -0.883
C 1.831 6.921 -1.935
H 2.240 7.882 -2.245
H -2.483 -1.990 -6.914
H 1.138 5.520 5.033
Cl -5.000 -1.002 -0.846
N -1.650 -0.610 -5.586
H -0.128 -1.550 3.502
H 4.208 -2.135 0.899
C -0.471 -1.593 -5.524
H -0.402 0.744 -6.658
H -0.217 -3.357 3.647
H 0.081 -2.234 -2.494
C -6.450 4.559 -0.985
H 3.957 -3.578 -0.225
H -0.782 6.228 6.982
H -2.447 3.299 5.679
N -0.677 4.515 5.697
C 0.778 -1.033 0.296
F -3.062 3.700 -0.223
H 6.848 -3.302 -6.758
F 2.733 3.704 -3.974
C -1.428 5.622 6.363
H -7.597 2.278 0.254
C -4.112 -3.923 -2.399
F -1.617 -5.478 2.127
H 6.640 -1.016 -3.854
H 1.438 7.702 1.473
O 3.987 -4.111 -4.756
C -5.393 2.185 0.652
H -1.248 -5.132 -1.271
S 1.624 0.972 4.137
H -2.311 1.521 -0.202
C -2.254 -0.923 4.677
H 4.028 -4.188 3.887
H 3.460 -2.630 3.332
H -3.719 -0.830 -6.165
H 2.256 4.700 -0.666
H 3.462 3.862 2.422
```